--- P ---
Entry from OMol25: a 3-piece molecular cluster, C4H16N2O2 overall (wB97M-V/def2-TZVPD).

Output
E_HOMO in eV: -8.331
SMILES: CN[C@@H](C)CN.O.O
Frontier orbital gap in eV: 8.99
Charge: 0

Bonds (Å) are listed after each position.
CARTESIAN COORDINATES (ANGSTROEM)
1 C -1.119 -1.309 -1.968  N2 1.532, H7 1.143, H8 1.097, H9 1.151
2 N -0.429 0.035 -2.218  C1 1.532, C3 1.491, H10 1.015
3 C 0.290 0.833 -1.183  N2 1.491, C4 1.538, C5 1.579, H11 1.072
4 C -0.619 1.857 -0.483  C3 1.538, H12 1.024, H13 1.111, H14 1.098
5 C 0.682 -0.211 -0.066  C3 1.579, N6 1.495, H15 1.113, H16 1.067
6 N 1.896 0.225 0.689  C5 1.495, H17 0.986, H18 1.054
7 H -1.587 -1.236 -0.928  C1 1.143
8 H -1.850 -1.619 -2.724  C1 1.097
9 H -0.291 -2.107 -1.908  C1 1.151
10 H -1.091 0.593 -2.748  N2 1.015
11 H 1.190 1.098 -1.704  C3 1.072
12 H -0.996 1.446 0.375  C4 1.024
13 H -1.464 2.266 -1.078  C4 1.111
14 H 0.036 2.701 -0.231  C4 1.098
15 H -0.213 -0.328 0.585  C5 1.113
16 H 0.756 -1.189 -0.487  C5 1.067
17 H 2.252 1.002 0.197  N6 0.986
18 H 2.518 -0.601 0.893  N6 1.054
19 O -0.600 -2.019 2.038  H20 1.013, H21 0.959
20 H 0.387 -2.172 1.875  O19 1.013
21 H -0.493 -1.320 2.686  O19 0.959
22 O -0.107 0.581 2.836  H23 0.989, H24 0.969
23 H 0.290 0.984 2.024  O22 0.989
24 H 0.564 0.488 3.529  O22 0.969

These are the natural (NBO) partial charges, in e, on atoms 1 to 2:
1 C -0.427
2 N -0.661

--- Q ---
Entry from OMol25: a 4-piece molecular cluster, C4H16N2O2 overall (wB97M-V/def2-TZVPD).

Output
E_HOMO in eV: -8.949
Frontier orbital gap in eV: 4.30
Charge: 0

Bonds (Å) are listed after each position.
CARTESIAN COORDINATES (ANGSTROEM)
1 C -1.304 -0.258 1.502  N2 1.449, H7 1.087, H8 1.088, H9 1.103
2 N -1.103 -1.241 0.457  C1 1.449, C3 1.439, H10 1.112
3 C -1.464 -0.727 -0.838  N2 1.439, C4 1.555, H11 1.093, H12 1.123
4 C -0.305 -0.168 -1.711  C3 1.555, C5 1.521, H13 1.091, H19 1.101
5 C 0.335 1.079 -1.122  C4 1.521, H14 1.095, H15 1.081, H16 1.097
6 N 3.286 0.451 0.947  H17 1.046, H18 1.018, H22 1.013
7 H -0.728 0.650 1.341  C1 1.087
8 H -1.103 -0.695 2.478  C1 1.088
9 H -2.358 0.051 1.402  C1 1.103
10 H -0.033 -1.537 0.504  N2 1.112
11 H -1.970 -1.512 -1.406  C3 1.093
12 H -2.166 0.122 -0.625  C3 1.123
13 H -0.684 0.024 -2.715  C4 1.091
14 H -0.412 1.851 -0.907  C5 1.095
15 H 0.835 0.818 -0.200  C5 1.081
16 H 1.129 1.453 -1.780  C5 1.097
17 H 2.745 -0.411 0.705  N6 1.046
18 H 4.273 0.277 0.770  N6 1.018
19 H 0.433 -0.983 -1.769  C4 1.101
20 H 1.696 -2.470 0.803  O21 0.969
21 O 1.503 -1.588 0.453  H20 0.969
22 H 3.191 0.669 1.932  N6 1.013
23 H -3.284 2.361 -0.166  O24 0.968
24 O -2.514 1.785 -0.056  H23 0.968

These are the natural (NBO) partial charges, in e, on atoms 1 to 2:
1 C -0.453
2 N -0.262

Which is more stable than every other structure shown? P is more stable than every other one.